Record 1
Molecular formula: CH7O2S
Method: DFT, ωB97M-V/def2-TZVPD

Properties
- Frontier orbital gap: 6.20 eV
- Charge: -1
- Largest force on an atom: 5.653 eV Å⁻¹
- Energy above the lowest of the compared OMol25 structures with the same formula, charge and spin: 28.39 kcal per mole

Structure (XYZ):
```
11
Properties=species:S:1:pos:R:3:forces:R:3
C 0.6137 -0.5172 -2.5751 -4.53 -0.86 3.27
S 0.8453 -0.3983 -0.7204 0.18 -0.10 -0.45
H 0.9826 -1.4074 -2.9298 0.90 -2.27 -0.82
H -0.5745 -0.5700 -2.7045 2.60 0.60 -0.38
H 1.1309 0.2415 -3.0032 0.90 2.59 -1.62
H 1.5763 1.0982 1.9315 -0.57 -1.73 0.23
H 2.2674 1.5469 0.6072 -0.48 -0.87 -0.31
O 1.9102 1.8192 1.4521 0.95 2.64 0.13
H -2.1624 -0.4552 2.7989 0.57 0.08 -0.38
H -3.5067 -0.7514 2.1622 -0.45 -0.20 -1.46
O -3.0827 -0.6063 2.9812 -0.07 0.13 1.78
```
Positions in Å, forces in eV/Å.

=====

Record 2
Molecular formula: CH7OS
Method: DFT, ωB97M-V/def2-TZVPD

Properties
- Frontier orbital gap (alpha / beta): 4.85 / 11.01 eV
- Spin multiplicity: 2
- Largest force on an atom: 2.219 eV Å⁻¹
- Energy above the lowest of the compared OMol25 structures with the same formula, charge and spin: 4.95 kcal per mole
- Expectation value of S²: 0.753

Structure (XYZ):
```
10
Properties=species:S:1:pos:R:3:forces:R:3
O -1.0515 -0.9072 1.9616 -0.58 -0.75 0.45
H 1.3637 -0.2390 0.3065 -0.76 -0.16 0.14
H -1.2964 -1.7580 1.5646 0.18 0.33 -0.06
H -1.4666 -0.9651 2.8370 0.23 0.22 -0.25
C 0.5876 0.6339 -1.6983 -0.61 -2.03 -0.67
S 0.7382 1.0156 0.2046 0.36 1.65 0.19
H 0.6743 -0.4621 -1.7928 0.87 0.17 -0.05
H 1.2836 1.1923 -2.3135 0.02 0.20 0.02
H -0.4541 0.6954 -1.9932 -0.16 1.05 0.03
H -0.3787 0.7941 0.9236 0.44 -0.69 0.20
```
Positions in Å, forces in eV/Å.

=====

Record 3
Molecular formula: CH8AgBClCuN2O
Method: DFT, ωB97M-V/def2-TZVPD

Properties
- Frontier orbital gap (alpha / beta): 9.83 / 6.56 eV
- Charge: +2
- Spin multiplicity: 3
- Largest force on an atom: 3.934 eV Å⁻¹
- Expectation value of S²: 2.010

Structure (XYZ):
```
16
Properties=species:S:1:pos:R:3:forces:R:3
Ag 1.4231 -2.6837 3.7859 0.09 0.10 -0.14
Cu 3.0027 -0.0735 0.3305 -1.75 -0.68 -1.60
B 2.1161 -0.2853 -1.7880 0.52 -1.02 -0.52
H 3.1304 0.3698 -1.4945 1.28 0.66 1.32
H 1.5188 0.1764 -2.6857 -0.56 0.20 -0.04
H 2.5530 -1.3644 -1.9955 0.27 -0.34 -0.14
H 1.4600 -0.1693 -0.7609 -0.38 0.71 1.27
Cl 1.3515 -1.1483 1.7734 0.70 0.37 -0.15
C -2.5500 0.6861 0.2087 3.61 -0.99 1.20
O -3.7473 0.7289 -0.2335 -0.56 0.26 0.03
N -1.7518 -0.3562 -0.0766 -1.40 -0.52 -1.29
N -2.0215 1.6074 1.0244 -1.43 0.50 -0.33
H -0.7690 -0.4848 0.1401 -0.27 0.60 0.59
H -2.0989 -1.0706 -0.7078 -0.10 0.20 -0.04
H -2.5970 2.3513 1.4004 0.04 0.04 -0.13
H -1.0202 1.7163 1.0791 -0.05 -0.07 -0.04
```
Positions in Å, forces in eV/Å.

=====

Record 4
Molecular formula: CH8Cl2N4O2P2
Method: DFT, ωB97M-V/def2-TZVPD

Properties
- SMILES: NP(N)(=O)C(Cl)(Cl)P(N)(N)=O
- Frontier orbital gap: 10.77 eV
- Largest force on an atom: 2.570 eV Å⁻¹
- Energy above the lowest of the compared OMol25 structures with the same formula, charge and spin: 0.00 kcal per mole

Structure (XYZ):
```
19
Properties=species:S:1:pos:R:3:forces:R:3
N 0.1212 -1.2797 -1.4078 0.55 0.18 0.54
P 1.0341 -1.6038 -0.0208 -1.42 -0.24 -0.05
N -0.1256 -1.6651 1.1550 0.46 -0.65 0.05
O 1.8357 -2.8253 -0.0665 0.42 -0.04 0.27
C 1.9402 -0.0159 0.0590 0.35 0.76 -0.35
Cl 2.9730 -0.0095 1.5338 -0.18 -0.09 -0.64
Cl 2.9210 0.0277 -1.4604 0.14 -0.02 0.46
P 0.9659 1.6343 -0.0060 1.28 0.23 1.01
N 0.2118 1.3697 1.4731 0.53 -1.00 -0.66
N -0.1344 1.5409 -1.2623 1.15 1.49 1.75
O 1.9094 2.7915 -0.0585 -1.25 -1.03 -0.33
H 0.7772 -1.0395 -2.1462 -0.29 -0.53 -0.38
H -0.4436 -2.0971 -1.5924 -0.09 0.00 -0.44
H -0.7140 -0.9396 1.4962 -0.12 0.79 -0.25
H -0.0720 -2.4346 1.7971 0.29 -0.24 0.01
H 0.9007 1.0267 2.1491 -0.39 0.32 -0.21
H -0.3308 2.0985 1.8576 -0.64 0.95 0.31
H -0.2515 0.6050 -1.6005 -0.43 -0.32 -0.56
H 0.1331 2.3165 -1.8631 -0.34 -0.55 -0.52
```
Positions in Å, forces in eV/Å.

=====

Record 5
Molecular formula: CH8N2O
Method: DFT, ωB97M-V/def2-TZVPD

Properties
- Frontier orbital gap: 9.11 eV
- Largest force on an atom: 1.621 eV Å⁻¹
- Energy above the lowest of the compared OMol25 structures with the same formula, charge and spin: 23.53 kcal per mole

Structure (XYZ):
```
12
Properties=species:S:1:pos:R:3:forces:R:3
N -0.3470 -1.0018 -0.3445 1.34 0.28 0.12
C -1.7783 -0.3608 0.8547 -1.10 0.20 1.17
O -1.8926 -1.1767 1.7724 0.31 0.11 -0.32
H -0.7215 -1.4665 -1.1491 -0.10 -0.48 -0.26
H 0.0428 -1.6571 0.3326 -0.31 -0.14 -0.35
H -1.2937 0.6160 1.0324 0.13 -0.03 -0.14
H -2.5407 -0.3355 0.0610 0.11 0.06 -0.26
N 1.8569 1.2966 -0.6353 -0.41 -0.48 0.59
H 0.4239 -0.3906 -0.6447 -0.40 0.03 -0.05
H 2.7841 1.2257 -1.0204 0.21 0.14 -0.05
H 1.5712 2.2620 -0.5960 0.06 0.24 -0.21
H 1.8948 0.9886 0.3369 0.17 0.07 -0.25
```
Positions in Å, forces in eV/Å.

=====

Record 6
Molecular formula: CH8N2O2
Method: DFT, ωB97M-V/def2-TZVPD

Properties
- SMILES: [H]/N=C/N.O.O
- Frontier orbital gap: 9.18 eV
- Largest force on an atom: 1.393 eV Å⁻¹
- Energy above the lowest of the compared OMol25 structures with the same formula, charge and spin: 14.73 kcal per mole

Structure (XYZ):
```
13
Properties=species:S:1:pos:R:3:forces:R:3
H 1.2632 4.9624 -1.7923 0.22 -0.16 -0.04
N 0.6553 4.2212 -1.4717 -0.57 0.23 0.11
C 1.2737 3.1782 -1.1005 0.06 0.33 -0.42
N 0.6359 2.0821 -0.6376 -0.01 -0.61 0.23
H 2.3541 3.0755 -1.1878 0.17 -0.16 0.24
H -0.3641 2.0163 -0.5746 -0.04 0.32 -0.06
H 1.1261 1.2847 -0.2827 0.15 0.07 -0.05
O -1.2567 -7.2592 1.7170 0.41 -1.28 -0.37
H -1.8224 -6.6566 1.2428 -0.04 0.63 0.46
H -0.9135 -6.9484 2.5538 -0.38 0.65 -0.09
O -0.8123 -0.2805 0.6789 -0.46 0.47 0.24
H -0.3498 -1.0919 0.8373 0.55 -0.75 -0.11
H -1.3893 -0.2322 1.4504 -0.08 0.27 -0.13
```
Positions in Å, forces in eV/Å.

=====

Record 7
Molecular formula: CH8N2P
Method: DFT, ωB97M-V/def2-TZVPD

Properties
- Frontier orbital gap: 9.70 eV
- Charge: +1
- Largest force on an atom: 2.879 eV Å⁻¹
- Energy above the lowest of the compared OMol25 structures with the same formula, charge and spin: 37.35 kcal per mole

Structure (XYZ):
```
12
Properties=species:S:1:pos:R:3:forces:R:3
C -0.6505 0.6857 -0.0578 1.18 2.42 1.03
N 0.6006 -1.1851 0.9092 -0.35 -0.17 0.16
N 0.1934 1.6051 0.3320 1.42 -0.52 -1.97
P -1.0337 0.0664 -1.6932 0.47 -0.64 -0.73
H -1.4071 0.7173 0.6661 -1.64 -1.10 0.77
H 1.1050 -1.7416 1.5758 0.53 -0.03 0.46
H 0.9367 -1.4547 -0.0034 -0.06 -0.30 -0.12
H 0.2617 2.0831 1.2119 -0.88 -0.20 0.59
H -0.3556 -1.4986 1.0281 -0.05 -0.33 -0.27
H 1.0889 1.6557 -0.1362 -0.06 0.28 -0.45
H 0.1641 0.4330 -2.4718 -0.67 -0.70 0.98
H -0.9037 -1.3664 -1.3607 0.12 1.30 -0.45
```
Positions in Å, forces in eV/Å.

=====

Record 8
Molecular formula: CH8N2S2
Method: DFT, ωB97M-V/def2-TZVPD

Properties
- SMILES: NCN.SS
- Frontier orbital gap: 9.49 eV
- Largest force on an atom: 4.093 eV Å⁻¹
- Energy above the lowest of the compared OMol25 structures with the same formula, charge and spin: 29.44 kcal per mole

Structure (XYZ):
```
13
Properties=species:S:1:pos:R:3:forces:R:3
N -0.5951 -1.7580 1.7458 -0.60 -1.93 3.56
C -0.4233 -0.7477 0.7943 2.52 0.15 -1.40
N -1.5853 -0.1780 0.2024 -2.46 0.62 1.53
H -0.3138 -2.6116 1.3775 0.25 -1.94 -0.42
H -0.3113 -1.7733 2.7968 -0.47 0.99 -2.95
H 0.2845 -1.0761 -0.0672 -0.90 0.41 1.49
H 0.0418 0.0072 1.3912 0.68 1.29 -0.49
H -2.2943 -0.9035 -0.1625 1.50 1.45 1.17
H -1.9494 0.3202 1.0953 -0.50 -1.03 -2.51
S 2.2035 1.9469 -1.1689 0.28 -0.41 -1.30
S 1.4069 3.0498 -2.7243 0.22 1.01 0.13
H 3.1144 1.4010 -2.0389 -0.29 0.02 0.95
H 0.4213 2.3230 -3.2416 -0.22 -0.63 0.24
```
Positions in Å, forces in eV/Å.

=====

Record 9
Molecular formula: CH8N3
Method: DFT, ωB97M-V/def2-TZVPD

Properties
- Frontier orbital gap: 10.52 eV
- Charge: +1
- Largest force on an atom: 6.263 eV Å⁻¹
- Energy above the lowest of the compared OMol25 structures with the same formula, charge and spin: 100.47 kcal per mole

Structure (XYZ):
```
12
Properties=species:S:1:pos:R:3:forces:R:3
C 1.6568 0.5747 0.2839 5.14 -3.46 -0.92
N -1.1745 -0.5571 0.1024 -4.17 -2.13 3.55
N -1.1948 0.6417 -0.5542 0.02 1.95 -3.49
N 1.2464 -0.6414 0.2371 -2.82 3.32 0.60
H 1.0701 1.4392 0.2099 -1.26 0.79 0.49
H 2.8096 0.6405 0.2317 -1.87 0.60 0.13
H -2.1448 -1.0644 0.1411 2.45 0.70 -0.27
H 0.0624 -0.7117 0.2681 2.42 -1.45 -1.61
H -2.0615 1.1859 -0.5191 0.21 -0.43 0.61
H -1.0705 0.4715 -1.6158 -0.03 0.11 2.34
H -0.8900 -0.4820 1.1564 -1.95 0.83 -1.58
H 1.6907 -1.4971 0.0587 1.87 -0.83 0.14
```
Positions in Å, forces in eV/Å.

=====

no.,energy (Ha)
1,-590.9671
2,-515.5672
3,-2499.3342
4,-2015.6587
5,-227.6035
6,-302.8739
7,-493.4465
8,-948.7225
9,-206.7996